(1)
Entry from the OMol25 dataset: C2H5Cl2OP in the gas phase (ωB97M-V/def2-TZVPD).

The SMILES is C[P@](=O)(Cl)CCl. The LUMO energy (alpha / beta) is 0.02 / 0.02 eV. As for the charge: 0.

The geometry in XYZ format:
```
11
Properties=species:S:1:pos:R:3:forces:R:3
C 0.53037 -0.49019 -1.34761 -3.60 0.88 0.78
P -0.50098 0.54369 -0.15607 -5.72 -0.38 -1.37
O -2.56682 0.69718 -0.51625 6.34 -0.78 1.13
Cl 0.23123 2.31060 -0.45577 0.64 1.91 0.12
C 0.08099 0.01923 1.54514 -1.09 1.03 -0.04
Cl -0.46422 -1.62579 1.73034 0.13 -0.83 0.11
H 0.18386 -1.38303 -0.89919 0.37 -1.87 -0.17
H 0.02418 -0.38484 -2.30864 0.03 0.04 0.08
H 1.56059 -0.37599 -1.44623 1.65 0.43 0.42
H -0.19989 0.54765 2.49558 -0.01 0.06 -1.49
H 1.12067 0.14149 1.35871 1.25 -0.49 0.44
```
Forces are in eV/Å.

Atom-resolved charges from Mulliken, all expressed in e: -1.0141 0.7512 -0.6186 -0.1972 -0.4623 -0.1412 0.3351 0.3339 0.3813 0.3295 0.3024

(2)
Entry from the OMol25 dataset: a molecular structure, C2H5Cl3P2 (ωB97M-V/def2-TZVPD).

The LUMO energy is -0.89 eV. As for the charge: 0.

The geometry in XYZ format:
```
12
Properties=species:S:1:pos:R:3:forces:R:3
C 1.02007 0.14900 -0.09907 0.93 -0.33 -1.05
C -0.21496 -0.49698 -0.67586 -1.20 2.02 -1.17
P 0.52263 0.99226 1.49795 1.46 1.07 0.55
P -1.45293 -0.84880 0.65497 0.02 -2.37 0.57
Cl 1.91930 1.18165 -1.27456 -0.26 0.31 -0.12
Cl 0.05837 -1.55357 -1.99534 0.10 -0.48 -0.06
Cl -1.31213 1.11741 -1.63616 0.97 -1.66 1.23
H 1.83251 -0.64435 -0.09502 -1.37 0.49 1.19
H 1.33391 2.17871 1.26522 -0.36 -0.75 0.26
H -0.68196 1.62184 1.13716 0.22 0.09 -0.41
H -2.33753 -1.67668 -0.11147 0.45 0.18 0.12
H -0.68727 -2.02050 1.33217 -0.96 1.44 -1.12
```
Forces are in eV/Å.

Atom-resolved charges from Mulliken, all expressed in e: -0.0785 -0.1005 -0.0974 -0.0761 -0.1211 -0.0843 -0.1942 0.3670 0.0785 0.1098 0.0899 0.1069

The records above yield E_tot values of -1416.0663; -2142.3920 hartree, respectively.
The records above yield max |F| values of 0.126; 0.051 hartree/bohr, respectively.